No. 1
{"formula": "C13H36N4O6Rb", "method": "the ωB97M-V functional and the def2-TZVPD basis", "symbols": ["Rb", "C", "O", "C", "C", "N", "C", "C", "O", "C", "H", "H", "H", "H", "H", "H", "H", "H", "H", "H", "H", "H", "H", "H", "H", "C", "O", "C", "C", "N", "C", "C", "O", "C", "H", "H", "H", "H", "H", "H", "H", "H", "H", "H", "H", "H", "H", "H", "H", "C", "O", "N", "N", "H", "H", "H", "H", "O", "H", "H"], "xyz": [[1.193, 0.147, 0.822], [2.645, 5.182, -3.180], [2.627, 4.019, -2.379], [1.407, 3.811, -1.717], [0.493, 2.874, -2.496], [0.853, 1.461, -2.279], [-0.054, 0.587, -2.995], [0.168, -0.866, -2.639], [1.414, -1.275, -3.165], [1.642, -2.645, -2.991], [2.543, 6.089, -2.570], [1.873, 5.183, -3.956], [3.615, 5.249, -3.671], [0.869, 4.754, -1.555], [1.622, 3.374, -0.737], [0.568, 3.122, -3.565], [-0.545, 3.020, -2.187], [1.806, 1.353, -2.610], [0.097, 0.649, -4.083], [-1.085, 0.857, -2.768], [-0.627, -1.477, -3.086], [0.158, -1.007, -1.549], [2.540, -2.918, -3.544], [0.807, -3.255, -3.357], [1.822, -2.909, -1.937], [1.065, -1.972, 4.415], [0.189, -1.255, 3.572], [-1.184, -1.548, 3.829], [-1.953, -0.761, 2.810], [-1.820, -1.347, 1.462], [-2.723, -2.484, 1.277], [-2.964, -2.818, -0.188], [-1.969, -3.734, -0.601], [-2.040, -4.020, -1.973], [2.082, -1.629, 4.212], [1.002, -3.051, 4.252], [0.877, -1.736, 5.468], [-1.406, -1.312, 4.876], [-1.359, -2.621, 3.687], [-1.586, 0.269, 2.811], [-3.014, -0.714, 3.052], [-0.883, -1.722, 1.367], [-3.680, -2.288, 1.758], [-2.319, -3.405, 1.717], [-2.940, -1.898, -0.781], [-3.937, -3.317, -0.275], [-3.050, -4.334, -2.275], [-1.355, -4.837, -2.189], [-1.782, -3.162, -2.607], [0.274, 3.198, 2.421], [1.277, 2.741, 1.893], [0.329, 3.881, 3.597], [-0.981, 3.065, 1.883], [-0.489, 4.265, 4.035], [1.218, 4.040, 4.034], [-1.803, 3.319, 2.402], [-1.106, 2.619, 0.994], [2.976, -1.961, 0.977], [3.626, -2.436, 0.450], [2.976, -2.414, 1.827]], "atomic_forces_ev_per_a": [[-0.047, 0.290, -0.076], [0.220, 0.314, -0.078], [0.297, 0.024, -0.056], [-0.575, -0.045, 0.004], [0.351, -0.212, 0.041], [-0.210, 0.659, 0.561], [0.528, -0.603, -0.475], [0.059, -0.003, -0.291], [-0.098, 0.349, 0.092], [0.324, -0.536, 0.162], [-0.158, -0.116, 0.030], [-0.079, -0.085, 0.068], [-0.002, -0.207, 0.022], [0.195, 0.057, 0.015], [0.024, 0.045, -0.005], [-0.170, 0.126, 0.035], [-0.013, -0.037, 0.019], [-0.033, -0.257, -0.104], [-0.252, 0.148, 0.021], [-0.045, 0.080, 0.066], [-0.004, 0.053, 0.147], [-0.163, -0.133, 0.018], [-0.061, 0.105, -0.072], [-0.003, 0.085, -0.017], [-0.167, 0.108, -0.024], [0.329, 0.238, 0.219], [0.136, -0.086, -0.181], [0.445, -0.137, 0.286], [-0.096, -0.053, -0.415], [-0.171, 0.259, 0.216], [-0.001, -0.449, -0.441], [-0.093, -0.272, 0.460], [0.367, 0.325, 0.010], [-0.302, -0.199, -0.506], [-0.067, -0.059, -0.130], [-0.079, -0.010, 0.039], [-0.138, -0.168, -0.037], [-0.161, 0.177, -0.093], [-0.019, -0.035, 0.071], [0.053, 0.007, -0.012], [-0.024, -0.035, 0.053], [0.053, 0.059, 0.062], [0.011, 0.215, 0.000], [-0.141, 0.018, 0.159], [-0.082, -0.029, -0.133], [-0.079, 0.203, -0.176], [0.073, -0.032, 0.157], [0.052, 0.028, 0.070], [0.037, 0.009, 0.200], [-0.262, 0.327, 0.393], [0.096, -0.269, -0.348], [-0.277, -0.081, -0.035], [0.079, -0.022, 0.263], [0.056, 0.055, -0.053], [0.077, -0.093, -0.109], [0.004, 0.057, -0.098], [0.108, 0.012, -0.034], [0.022, -0.123, 0.084], [0.047, 0.024, -0.080], [0.029, -0.070, 0.038]], "mulliken_charge": [0.823, -0.708, -0.351, -0.397, -0.751, -0.044, -1.003, 0.622, -0.372, -0.579, 0.294, 0.297, 0.259, 0.373, 0.186, 0.278, 0.460, 0.237, 0.364, 0.438, 0.005, -0.324, 0.303, 0.235, 0.189, -0.880, -0.131, -0.615, -0.448, -0.036, -0.681, -0.651, -0.289, -0.630, 0.223, 0.336, 0.329, 0.538, 0.347, -0.068, 0.440, 0.070, 0.503, 0.265, 0.290, 0.416, 0.365, 0.248, 0.172, 0.646, -0.634, -0.440, -0.291, 0.149, 0.228, 0.183, 0.154, -0.427, 0.244, 0.240], "multiplicity": 1, "e_homo_ev": -11.656, "total_charge": 1, "homo_lumo_gap_ev": 9.32, "e_lumo_ev": -2.3333}

---

No. 2
{"formula": "C4H7ClO", "method": "the ωB97M-V functional and the def2-TZVPD basis", "symbols": ["C", "C", "C", "C", "O", "Cl", "H", "H", "H", "H", "H", "H", "H"], "xyz": [[-1.720, 1.980, -1.864], [1.926, 0.465, 0.087], [0.301, -1.233, -0.539], [0.669, 0.071, 0.059], [-1.616, 3.063, -1.658], [-2.940, -0.566, 2.342], [2.163, 1.425, 0.597], [2.760, 0.062, -0.389], [-2.076, -1.249, 2.897], [-0.631, -1.499, -0.216], [0.311, -1.157, -1.592], [0.961, -1.997, -0.259], [-0.108, 0.634, 0.537]], "atomic_forces_ev_per_a": [[-0.206, -2.241, -0.421], [-0.651, 3.029, 1.465], [0.809, 1.216, -0.263], [0.852, -0.701, 0.050], [0.217, 2.227, 0.425], [-1.149, 0.927, -0.776], [-0.180, -0.637, -0.373], [0.991, -1.267, -0.730], [1.177, -0.922, 0.757], [-2.627, -0.866, 0.598], [-0.176, -0.064, -1.354], [1.127, -1.051, 0.397], [-0.185, 0.352, 0.224]], "mulliken_charge": [0.119, -0.839, -1.190, 0.098, -0.125, -0.240, 0.224, 0.310, 0.228, 0.328, 0.292, 0.410, 0.386], "multiplicity": 1, "e_homo_ev": -9.624, "relative_energy_ev": 1.478, "total_charge": 0, "homo_lumo_gap_ev": 10.55, "e_lumo_ev": 0.9266}

---

No. 3
{"formula": "CH3Cl2O2P", "method": "the ωB97M-V functional and the def2-TZVPD basis", "symbols": ["C", "O", "O", "P", "Cl", "Cl", "H", "H", "H"], "xyz": [[-0.625, -0.567, 0.517], [0.924, -0.087, -1.703], [-1.662, 1.022, -0.115], [0.908, -0.105, -0.270], [1.683, 1.541, 0.679], [2.228, -1.413, 0.463], [-1.291, -1.188, -0.008], [-0.642, -0.159, 1.461], [-1.525, 0.955, -1.025]], "atomic_forces_ev_per_a": [[-1.072, 4.905, -3.218], [-0.333, 0.319, -1.753], [1.803, -2.620, 3.797], [1.004, 0.354, 1.352], [-0.853, -0.336, -0.370], [0.142, -0.759, 0.274], [-0.494, -1.405, 0.168], [-0.632, -0.224, 2.493], [0.435, -0.233, -2.742]], "mulliken_charge": [-0.354, -0.536, -0.573, 0.936, -0.194, -0.206, 0.324, 0.299, 0.305], "multiplicity": 1, "e_homo_ev": [-11.341, -11.341], "relative_energy_ev": 2.763, "total_charge": 0, "homo_lumo_gap_ev": [10.08, 10.08], "e_lumo_ev": [-1.2606, -1.2604]}